[1]
C37H31HgNOPSSb | ωB97M-V with the def2-TZVPD basis set

Cartesian coordinates (Å):
Hg  0.522  0.531  1.674
O  -2.182  -1.231  2.143
N  -2.721  -0.594  0.932
C  -3.047  0.591  1.308
C  -3.662  1.445  0.255
C  -4.485  0.752  -0.621
C  -4.936  1.311  -1.790
C  -4.600  2.653  -2.049
C  -3.805  3.384  -1.177
C  -3.316  2.838  0.048
P  -2.260  4.114  0.902
C  -0.662  3.931  0.059
C  -0.321  2.820  -0.755
C  0.937  2.788  -1.358
C  1.789  3.875  -1.307
C  1.452  5.004  -0.560
C  0.279  5.015  0.180
C  -1.763  3.467  2.540
C  -2.825  3.502  3.529
C  -2.521  3.369  4.880
C  -1.261  2.983  5.277
C  -0.230  2.966  4.347
C  -0.441  3.240  3.004
H  -2.017  -2.143  1.844
H  -2.823  0.962  2.302
H  -4.592  -0.291  -0.412
H  -5.513  0.704  -2.533
H  -4.941  3.130  -2.961
H  -3.549  4.385  -1.518
H  -1.053  2.068  -1.002
H  1.243  1.903  -1.920
H  2.748  3.917  -1.878
H  2.136  5.848  -0.443
H  0.146  5.828  0.913
H  -3.849  3.525  3.191
H  -3.314  3.475  5.621
H  -1.113  2.821  6.340
H  0.785  2.659  4.610
H  0.440  3.174  2.373
S  2.429  -0.459  0.427
Sb  1.899  -2.404  -0.728
C  0.708  -3.278  0.948
C  1.277  -3.217  2.211
C  0.785  -3.997  3.218
C  -0.231  -4.915  2.970
C  -0.805  -4.961  1.710
C  -0.348  -4.138  0.674
C  3.830  -3.213  -1.291
C  4.150  -3.398  -2.666
C  5.425  -3.743  -3.067
C  6.322  -4.244  -2.121
C  5.958  -4.203  -0.785
C  4.742  -3.677  -0.357
C  0.914  -1.607  -2.438
C  -0.438  -1.570  -2.338
C  -1.135  -0.820  -3.275
C  -0.468  -0.386  -4.443
C  0.929  -0.463  -4.492
C  1.670  -0.990  -3.461
H  2.118  -2.552  2.382
H  1.331  -3.971  4.160
H  -0.686  -5.520  3.747
H  -1.664  -5.546  1.451
H  -1.011  -4.120  -0.212
H  3.399  -3.222  -3.443
H  5.630  -3.821  -4.143
H  7.265  -4.660  -2.481
H  6.707  -4.487  -0.053
H  4.544  -3.653  0.689
H  -0.918  -2.008  -1.455
H  -2.186  -0.583  -3.116
H  -0.947  0.171  -5.233
H  1.388  -0.094  -5.476
H  2.744  -0.975  -3.499

Results
LUMO level (alpha / beta) (Eh): -0.122 / -0.162
Electronic energy (eV): -73235.41899
Total charge: +1
HOMO (alpha / beta) (eV): -10.02 / -10.22
2S+1: 2
<S²>: 0.7575
Strongest force on any atom (eV/A): 2.59


[2]
C7H13O | ωB97M-V with the def2-TZVPD basis set

Cartesian coordinates (Å):
C  3.128  0.116  -0.291
O  3.847  -0.992  -0.238
C  1.623  -0.137  -0.291
C  0.675  0.957  0.114
C  -0.592  0.571  0.772
C  -4.073  -0.387  -0.626
C  -2.950  -0.195  0.333
C  -1.744  0.294  -0.030
H  3.326  0.803  -1.159
H  3.230  0.837  0.578
H  1.473  -0.755  0.796
H  1.264  -0.869  -1.020
H  0.428  1.559  -0.766
H  1.260  1.583  0.801
H  -0.818  0.905  1.771
H  1.371  -1.076  1.590
H  -3.877  0.074  -1.593
H  -4.995  0.072  -0.244
H  -4.300  -1.456  -0.795
H  -3.195  -0.360  1.373
H  -1.633  0.420  -1.101

Results
LUMO level (Eh): 0.100
Electronic energy (eV): -9511.16003
Total charge: -1
HOMO (eV): -2.43
Energy relative to the best compared isomer or geometry (same formula, charge and spin) (kJ/mol): 507.0
Strongest force on any atom (eV/A): 1.40


[3]
C6H15Cl2NO2PW | ωB97M-V with the def2-TZVPD basis set

Cartesian coordinates (Å):
C  5.278  1.309  -2.502
C  4.343  0.616  -1.604
H  6.152  0.686  -2.732
H  5.598  2.251  -2.022
H  4.763  1.530  -3.446
O  4.387  -0.280  -0.827
Cl  2.495  1.579  -1.766
W  0.802  0.448  -0.657
P  -0.724  -0.557  -2.110
C  -1.291  -2.268  -2.204
C  -2.185  0.376  -2.553
H  0.932  0.614  -3.483
H  -0.081  -0.585  -4.324
H  1.295  -1.146  -3.347
C  0.505  -0.391  -3.418
H  -1.996  1.453  -2.522
H  -2.475  0.053  -3.564
H  -1.685  -2.433  -3.219
H  -2.089  -2.422  -1.461
H  -2.982  0.125  -1.838
H  -0.471  -2.971  -2.007
C  0.250  -1.265  0.192
O  -0.007  -2.211  0.871
Cl  -0.352  2.450  -0.427
N  1.019  0.846  1.511
H  0.888  0.041  2.132
H  0.363  1.574  1.817
H  1.966  1.187  1.721

Results
LUMO level (alpha / beta) (Eh): -0.516 / -0.517
Electronic energy (eV): -48178.08076
Total charge: +3
HOMO (alpha / beta) (eV): -20.69 / -22.54
2S+1: 3
<S²>: 2.0180
Energy relative to the best compared isomer or geometry (same formula, charge and spin) (kJ/mol): 140.5
Strongest force on any atom (eV/A): 7.98


[4]
C5H9N3O | ωB97M-V with the def2-TZVPD basis set

Cartesian coordinates (Å):
C  -1.007  2.066  -0.008
C  -0.706  0.602  -0.349
C  0.591  0.158  0.155
C  1.349  -0.740  -0.676
C  -1.335  -1.420  0.807
H  -0.431  2.223  0.921
H  -2.021  2.420  -0.021
H  -0.710  2.643  -0.919
H  -1.220  0.064  -1.224
H  1.179  0.926  0.731
H  0.620  -1.261  -1.282
H  4.127  -0.648  0.761
H  -1.346  -2.195  1.930
H  -2.094  -1.427  -1.513
N  2.586  -1.055  -0.407
N  -0.644  -0.239  0.838
N  -2.090  -2.026  -0.250
O  3.153  -0.091  0.506

Results
LUMO level (Eh): 0.014
Electronic energy (eV): -11840.56255
Total charge: 0
HOMO (eV): -9.33
Energy relative to the best compared isomer or geometry (same formula, charge and spin) (kJ/mol): 853.5
Strongest force on any atom (eV/A): 6.83


[5]
C5H9NO | ωB97M-V with the def2-TZVPD basis set

Cartesian coordinates (Å):
C  1.621  0.038  -1.822
N  0.846  0.193  -0.574
C  0.853  -0.890  0.393
C  -0.386  -0.554  -0.343
C  -1.400  -0.152  0.722
O  -2.042  -1.072  1.183
C  -1.577  1.249  1.268
H  2.335  0.867  -1.886
H  0.988  0.090  -2.716
H  2.211  -0.892  -1.891
H  1.395  -1.822  0.237
H  0.789  -0.549  1.430
H  -0.812  -1.200  -1.110
H  -2.251  1.173  2.127
H  -0.660  1.769  1.562
H  -2.060  1.845  0.488

Results
LUMO level (Eh): 0.037
Electronic energy (eV): -8866.66035
Total charge: 0
HOMO (eV): -9.08
Energy relative to the best compared isomer or geometry (same formula, charge and spin) (kJ/mol): 246.3
Structure (SMILES): CC(=O)[C@@H]1CN1C
Strongest force on any atom (eV/A): 0.68


[6]
C4H3FO | ωB97M-V with the def2-TZVPD basis set

Cartesian coordinates (Å):
C  -2.172  0.383  -1.008
C  -1.095  0.415  -0.570
C  1.128  -0.944  0.457
C  0.882  0.499  0.574
O  1.671  -1.476  -0.475
F  1.522  1.304  -0.203
H  -3.117  0.586  -1.392
H  0.700  -1.660  1.223
H  0.480  0.894  1.395

Results
LUMO level (alpha / beta) (Eh): -0.059 / -0.059
Electronic energy (eV): -8955.13911
Total charge: 0
HOMO (alpha / beta) (eV): -10.41 / -10.41
Energy relative to the best compared isomer or geometry (same formula, charge and spin) (kJ/mol): 500.5
Strongest force on any atom (eV/A): 8.24